(1)
Here is a cluster of 3 separate species, C3H12O2S2 in total from the Open Molecules 2025 dataset. Energies are from the ωB97M-V functional and the def2-TZVPD basis.

- lowest unoccupied orbital energy (eV) = 0.19
- frontier orbital gap (eV) = 8.348
- highest occupied orbital energy (eV) = -8.162

```
! RIJCOSX wB97M-V def2-TZVPD def2/J DEFGRID3
* xyz 0 1
C -0.1090 -1.7174 -0.3156
C 0.1644 -1.8980 1.1299
S 0.8117 -0.6873 2.1469
S 0.2043 1.4221 1.7584
C 1.8390 1.6210 0.7617
H 0.6648 -1.2481 -0.9599
H -0.8981 -0.8891 -0.5915
H -0.4983 -2.6389 -0.6896
H -0.9474 -2.0478 1.6575
H 1.0390 -2.6205 1.2834
H 2.0905 2.6388 0.6010
H 2.7878 1.5143 1.1707
H 1.6201 1.4159 -0.3154
H 0.0003 1.7531 -2.6164
H -0.4755 1.0398 -1.4636
O 0.3314 1.5885 -1.7253
H -3.0811 0.3653 0.1272
H -3.0563 -0.0466 -1.3388
O -2.4877 0.4349 -0.6207
*
```

---

(2)
Here is a cluster of 3 separate species, C3H12O2S2 in total from the Open Molecules 2025 dataset. Energies are from the ωB97M-V functional and the def2-TZVPD basis.

- lowest unoccupied orbital energy (eV) = 0.49
- frontier orbital gap (eV) = 8.985
- highest occupied orbital energy (eV) = -8.495

```
! RIJCOSX wB97M-V def2-TZVPD def2/J DEFGRID3
* xyz 0 1
C 0.9543 -0.1873 -2.1920
C 1.4899 -0.3633 -0.7879
S 1.5478 1.2319 0.1072
S -0.1796 1.3587 1.0718
C -1.5838 1.5306 -0.0852
H -0.0788 0.1923 -2.1884
H 0.8251 -1.1583 -2.6882
H 1.5571 0.4672 -2.8146
H 0.9600 -1.0770 -0.1642
H 2.5083 -0.7542 -0.8428
H -1.5290 2.4884 -0.6179
H -1.5744 0.7030 -0.7764
H -2.4535 1.4820 0.5708
H -1.9990 -2.3414 -1.7572
H -2.3550 -2.1709 -0.2157
O -2.2010 -2.8011 -0.9299
H 0.1102 -1.6179 2.2251
H -1.2022 -2.5018 1.9868
O -0.3622 -2.2122 1.6284
*
```

---

(3)
Here is a cluster of 4 separate species, C3H12O4 in total from the Open Molecules 2025 dataset. Energies are from the ωB97M-V functional and the def2-TZVPD basis.

- lowest unoccupied orbital energy (eV) = 0.64
- frontier orbital gap (eV) = 8.951
- highest occupied orbital energy (eV) = -8.313

```
! RIJCOSX wB97M-V def2-TZVPD def2/J DEFGRID3
* xyz 0 1
C 2.8385 -0.7566 -0.9203
C 2.2050 0.1246 0.1384
C 0.9567 0.5326 -0.0904
O 0.2791 1.3237 0.8030
H 2.1766 -0.8182 -1.7797
H 3.0900 -1.7369 -0.5201
H 3.7785 -0.3279 -1.2843
H 2.6993 0.2466 1.0912
H 0.4011 0.1856 -0.9499
H -0.5732 1.5360 0.4052
H -2.6618 1.2642 -0.7667
H -2.0108 2.5897 -1.3403
O -1.8562 1.8144 -0.8150
H -0.6131 -1.5875 2.6213
H -0.4515 -0.3338 1.7013
O -0.9151 -1.1704 1.8016
H -3.7326 -1.2155 -0.5180
H -2.5134 -1.0455 0.5386
O -3.0972 -0.6249 -0.1159
*
```

---

(4)
Here is a cluster of 4 separate species, C3H12O4 in total from the Open Molecules 2025 dataset. Energies are from the ωB97M-V functional and the def2-TZVPD basis.

- lowest unoccupied orbital energy (eV) = 0.72
- frontier orbital gap (eV) = 10.529
- highest occupied orbital energy (eV) = -9.805

```
! RIJCOSX wB97M-V def2-TZVPD def2/J DEFGRID3
* xyz 0 1
O 0.3706 1.1672 -1.2785
C -0.5739 1.3400 -0.5550
C -0.4684 1.4663 0.9425
C -1.1437 0.2627 1.6131
H -1.5929 1.4717 -0.9547
H 0.5906 1.4781 1.2000
H -0.9265 2.4091 1.2375
H -2.1555 0.1144 1.2355
H -0.5750 -0.6393 1.3949
H -1.2036 0.3908 2.6940
H 1.7249 -1.4160 -0.6662
H 1.1131 -2.7838 -1.0592
O 0.9119 -1.9460 -0.6091
H -0.8435 -1.4417 -1.1330
H -2.1513 -2.0813 -1.6392
O -1.8019 -1.2841 -1.2339
H 3.6752 0.4883 -0.1810
H 2.2436 0.8801 -0.6176
O 2.8062 0.1234 -0.3902
*
```

---

(5)
Here is a cluster of 4 separate species, C3H12O4 in total from the Open Molecules 2025 dataset. Energies are from the ωB97M-V functional and the def2-TZVPD basis.

- lowest unoccupied orbital energy (spin up / spin down) (eV) = -4.46 / -7.55
- frontier orbital gap (spin up / spin down) (eV) = 9.165 / 6.074
- highest occupied orbital energy (spin up / spin down) (eV) = -13.622 / -13.622

```
! RIJCOSX wB97M-V def2-TZVPD def2/J DEFGRID3
* xyz 1 2
C -2.3210 -1.1062 1.8451
C -1.4884 -0.8580 0.7367
O -0.3129 -0.4241 0.9130
C -1.9298 -0.8750 -0.6542
H -3.2148 -1.7213 1.7536
H -2.3243 -0.5373 2.7641
H -0.1360 -0.2013 1.8465
H -1.0682 -0.5795 -1.2529
H -2.8056 -0.2666 -0.8439
H -2.0987 -1.8921 -1.0371
H 0.8093 2.3486 -1.5893
H 1.5882 1.0776 -1.4835
O 0.6778 1.3932 -1.5349
H 1.3069 -3.8712 2.5302
H -0.1500 -3.2780 2.6470
O 0.7860 -3.0680 2.5804
H 2.9104 3.8195 -3.9709
H 3.2428 5.2135 -3.4672
O 3.2896 4.2814 -3.2141
*
```

---

(6)
Here is a cluster of 4 separate species, C3H12O4 in total from the Open Molecules 2025 dataset. Energies are from the ωB97M-V functional and the def2-TZVPD basis.

- lowest unoccupied orbital energy (spin up / spin down) (eV) = -4.94 / -8.67
- frontier orbital gap (spin up / spin down) (eV) = 8.714 / 4.982
- highest occupied orbital energy (spin up / spin down) (eV) = -13.654 / -13.650

```
! RIJCOSX wB97M-V def2-TZVPD def2/J DEFGRID3
* xyz 1 2
C 1.1621 -1.4895 -0.4329
C 0.3388 -0.7761 0.3649
O 0.6738 0.4832 0.6014
C -0.6907 -1.5014 1.2943
H 0.8793 -2.4392 -0.7912
H 2.1457 -1.0167 -0.6027
H 1.4789 0.6308 0.0901
H -1.1835 -2.0265 0.5347
H -1.3962 -0.8926 1.8995
H -0.0555 -2.1173 2.0076
H -1.6684 2.4281 -0.7561
H -0.9159 1.3438 -0.4583
O -1.8353 1.5350 -0.4333
H 3.6638 1.3952 0.1424
H 3.6184 2.0623 1.5545
O 3.6105 2.2326 0.6822
H -2.9851 0.4736 -1.2442
H -3.6996 -0.0258 -2.5834
O -3.1412 -0.2995 -1.8694
*
```

---

(7)
Here is a cluster of 4 separate species, C3H12O4 in total from the Open Molecules 2025 dataset. Energies are from the ωB97M-V functional and the def2-TZVPD basis.

- lowest unoccupied orbital energy (spin up / spin down) (eV) = -4.46 / -7.90
- frontier orbital gap (spin up / spin down) (eV) = 9.572 / 6.134
- highest occupied orbital energy (spin up / spin down) (eV) = -14.031 / -14.031

```
! RIJCOSX wB97M-V def2-TZVPD def2/J DEFGRID3
* xyz 1 2
C 3.5675 -0.3420 0.6868
C 2.3384 -0.5611 -0.0902
C 1.6421 0.4767 -0.7204
O 0.5249 0.2638 -1.2911
H 3.2872 -0.1734 1.7336
H 4.1121 -1.2927 0.7268
H 4.1934 0.3928 0.1966
H 1.9054 -1.5525 -0.1603
H 1.9311 1.5009 -0.4859
H 0.0832 1.0721 -1.6408
H -2.6555 1.3749 -0.0526
H -2.4121 2.8024 0.3703
O -1.9368 2.0122 0.0711
H -0.8024 -1.4297 0.7766
H -1.5490 -1.9999 -0.4078
O -1.6885 -1.4960 0.4019
H -3.5878 -0.4229 0.5007
H -4.5518 -0.5354 -0.7267
O -4.4012 -0.0902 0.1115
*
```

---

(8)
Here is a cluster of 3 separate species, C3H12O4 in total from the Open Molecules 2025 dataset. Energies are from the ωB97M-V functional and the def2-TZVPD basis.

- lowest unoccupied orbital energy (spin up / spin down) (eV) = -3.13 / -10.21
- frontier orbital gap (spin up / spin down) (eV) = 10.476 / 3.392
- highest occupied orbital energy (spin up / spin down) (eV) = -13.606 / -13.606

```
! RIJCOSX wB97M-V def2-TZVPD def2/J DEFGRID3
* xyz 1 2
C -1.7345 -0.3662 0.2934
O -2.2050 0.8583 0.7524
C -1.6317 -0.4211 -1.2030
C -1.3641 -1.8106 -1.8787
O -1.0093 -1.5176 -3.1899
H -0.7826 -0.6541 0.7812
H -2.4365 -1.0676 0.8456
H -1.7658 1.6281 0.3437
H -2.5669 0.0011 -1.5875
H -0.9035 0.2837 -1.6201
H -0.4720 -2.3392 -1.4365
H -2.0548 -2.6546 -1.9619
H -1.6122 -1.9143 -3.8364
H 1.5217 -0.0116 0.7987
H 2.6765 0.6751 1.3871
O 1.7138 0.7392 1.3708
H 4.3780 1.3616 2.8711
H 5.4405 2.4465 2.5632
O 4.8729 2.0907 3.2479
*
```

---

(9)
Here is a cluster of 2 separate species, C3H13BrSi3 in total from the Open Molecules 2025 dataset. Energies are from the ωB97M-V functional and the def2-TZVPD basis.

- lowest unoccupied orbital energy (spin up / spin down) (eV) = -1.98 / -1.05
- frontier orbital gap (spin up / spin down) (eV) = 5.746 / 7.293
- highest occupied orbital energy (spin up / spin down) (eV) = -7.730 / -8.339

```
! RIJCOSX wB97M-V def2-TZVPD def2/J DEFGRID3
* xyz 0 1
C -1.7442 0.1176 -0.3092
C -0.5545 -0.6809 2.3461
C -0.1788 2.2568 1.3680
Si 1.0842 -1.3460 -3.8473
Si 1.7610 -0.1796 -0.1722
Si -0.2129 0.4573 0.8634
Br 2.3548 -2.4056 0.6768
H -2.4337 -0.3661 0.3985
H -2.0393 1.0953 -0.5916
H -1.6177 -0.4844 -1.1444
H 0.4533 -1.1117 2.4969
H -0.9650 -0.0012 3.1292
H -1.2266 -1.5015 2.0060
H -1.0273 2.8386 1.0432
H 0.1384 2.4862 2.3397
H 0.6191 2.6198 0.6577
H 0.4560 -2.6730 -3.5596
H 2.0862 -1.4173 -4.9109
H 0.4153 -0.1136 -3.6209
H 2.6317 0.4095 0.8306
*
```

---

(10)
Here is a cluster of 2 separate species, C3H13N2 in total from the Open Molecules 2025 dataset. Energies are from the ωB97M-V functional and the def2-TZVPD basis.

- lowest unoccupied orbital energy (spin up / spin down) (eV) = 1.12 / 0.64
- frontier orbital gap (spin up / spin down) (eV) = 3.905 / 11.114
- highest occupied orbital energy (spin up / spin down) (eV) = -2.786 / -10.470

```
! RIJCOSX wB97M-V def2-TZVPD def2/J DEFGRID3
* xyz 0 2
C -1.0161 -2.0917 -0.7052
N -0.3123 -1.8069 0.5787
H -1.2669 -3.1453 -0.8551
H -0.3779 -1.8086 -1.5421
H -1.9328 -1.5045 -0.7145
H -0.8380 -2.3181 1.2836
H 0.5981 -2.2599 0.5686
H -0.1292 0.0219 0.3608
C 1.2892 1.0324 -0.7927
N 0.0541 1.0045 0.0195
C 0.0249 1.9461 1.1503
H 2.0279 0.4355 -0.2617
H 1.5932 2.0655 -0.9548
H 1.1253 0.6509 -1.8035
H -0.7954 1.2050 -0.5982
H 0.2523 2.9466 0.7855
H -1.0028 1.9392 1.5268
H 0.7064 1.6873 1.9539
*
```

---

(11)
Here is a cluster of 2 separate species, C3H13N2O in total from the Open Molecules 2025 dataset. Energies are from the ωB97M-V functional and the def2-TZVPD basis.

- lowest unoccupied orbital energy (eV) = -3.00
- frontier orbital gap (eV) = 11.125
- highest occupied orbital energy (eV) = -14.130

```
! RIJCOSX wB97M-V def2-TZVPD def2/J DEFGRID3
* xyz 1 1
C 0.4991 -0.9579 -0.7561
C -0.5622 0.0760 -1.1112
C -1.6269 0.2352 -0.0037
N -1.7199 -0.9349 0.8794
N 1.0420 -0.5979 0.6174
H 0.0331 -1.9216 -0.6107
H 1.3302 -0.9561 -1.4482
H -0.9714 -0.2676 -2.0461
H -0.1255 1.0589 -1.2410
H -2.5652 0.5783 -0.4427
H -1.2878 1.0592 0.6209
H -2.0316 -1.7483 0.3670
H 0.1910 -0.6870 1.2317
H -2.4853 -0.7752 1.5246
H 1.7246 -1.1354 1.1507
H 1.3396 0.4040 0.6188
H 2.9178 1.9649 -0.3644
H 2.2003 2.6102 0.8744
O 2.0981 1.9950 0.1392
*
```

---

(12)
Here is a cluster of 2 separate species, C3H13N2O in total from the Open Molecules 2025 dataset. Energies are from the ωB97M-V functional and the def2-TZVPD basis.

- lowest unoccupied orbital energy (eV) = -3.03
- frontier orbital gap (eV) = 10.937
- highest occupied orbital energy (eV) = -13.963

```
! RIJCOSX wB97M-V def2-TZVPD def2/J DEFGRID3
* xyz 1 1
C 1.4394 -0.4158 1.0511
C 0.2659 0.5585 1.4433
C -1.1856 0.1938 1.0835
N -1.1836 -0.6925 -0.1232
N 1.6011 -0.5764 -0.4759
H 1.2805 -1.4404 1.4124
H 2.4378 -0.0394 1.4087
H 0.3224 0.6126 2.5480
H 0.6231 1.5662 1.1018
H -1.7969 -0.2839 1.9340
H -1.7754 1.1201 0.8868
H -0.2055 -0.5826 -0.6994
H -2.0046 -0.3658 -0.7552
H -1.3926 -1.6598 0.1499
H 1.8689 -1.3432 -0.8077
H 2.1381 0.1191 -0.7760
H -0.3493 0.4466 -3.0056
H -0.8409 1.8599 -2.4850
O -0.7933 0.8567 -2.2733
*
```

---

Ordered M results: 144.3 144.3 112.1 112.1 112.1 112.1 112.1 112.1 213.3 77.2 93.1 93.1; unit u.
Ordered relative energy (zero: lowest compared OMol25 entry of this formula, charge and spin) results: 76.6 16.3 9.2 0.3 13.0 44.0 7.3 65.1 74.3 15.6 7.1 40.7; unit kcal per mole.